The following is a quantum chemistry calculation of a gas-phase ion, C3H7NO2 (charge -1) at a distorted geometry, from OMol25.

Total energy = -8807.303 eV
HOMO-LUMO gap (alpha / beta) = 3.16 / 6.42 eV
ΔE to the lowest compared entry with this formula, charge and spin = 1.9190 eV
Charge = -1
Multiplicity = 2

Structure (XYZ):
```
13
C3H7NO2 (ωB97M-V with the def2-TZVPD basis set)
O -2.08098 0.09007 -1.15047
C -1.99910 -0.51027 -0.02307
C -0.84151 -0.11720 0.86389
N 0.45254 -0.58698 0.32638
C 1.25396 0.38066 -0.35153
O 2.56775 0.51874 0.20727
H -2.78193 -1.25500 0.29284
H -0.96681 -0.41356 1.90752
H -0.74501 0.96480 0.99568
H 1.05611 -0.97502 1.04679
H 1.24612 0.12538 -1.43027
H 0.83509 1.39148 -0.30245
H 3.31035 0.60247 -0.39180
```

These are the Löwdin partial charges, in e, on atoms 1 to 5: -0.26 -0.47 -0.30 -0.07 -0.35